1.
52
Properties=species:S:1:pos:R:3 method="wB97M-V/def2-TZVPD" smiles="COc1ccc(-c2cc(C(F)(F)F)n3nc(C(=O)N4CCCCC4)cc3n2)cc1OC" homo_ev=-8.143 e_above_lowest_kj_mol=127.0 e_tot_ev=-42372.981
C 4.9038 -5.6766 3.7046
H 5.1791 -6.7162 3.8734
O 3.8035 -5.7145 2.8283
C 3.2450 -4.5471 2.4341
C 3.6615 -3.2843 2.8267
C 3.0259 -2.1453 2.3607
C 1.9496 -2.2468 1.4879
C 1.5167 -3.5225 1.0960
C 2.1426 -4.6632 1.5492
O 1.7934 -5.9315 1.2173
C 0.7005 -6.1147 0.3487
H -0.2222 -5.7071 0.7729
H 0.5997 -7.1922 0.2301
H 0.8831 -5.6570 -0.6286
H 0.6765 -3.5713 0.4247
C 1.2347 -1.0895 0.9642
N 0.0939 -1.3153 0.3471
C -0.5953 -0.3045 -0.1524
C -1.7951 -0.2129 -0.8408
C -1.9799 1.1520 -1.0871
N -0.9678 1.8827 -0.6012
N -0.1432 1.0241 -0.0442
C 1.0299 1.2775 0.5793
C 1.7446 0.2398 1.0967
H 2.6858 0.4333 1.5801
C 1.4596 2.7203 0.6573
F 0.5716 3.4753 1.3197
F 1.6151 3.2741 -0.5516
F 2.6298 2.8556 1.2963
C -3.1132 1.6848 -1.8859
O -3.7072 0.9260 -2.6404
N -3.4666 2.9772 -1.7471
C -2.8121 3.9827 -0.9478
H -3.5978 4.6125 -0.5175
C -1.8797 4.8247 -1.8328
C -2.4439 4.8917 -3.2571
C -3.9700 4.8775 -3.2125
C -4.4493 3.5268 -2.6637
H -5.4113 3.6368 -2.1488
H -4.5754 2.7979 -3.4677
H -4.3849 5.0286 -4.2094
H -4.3193 5.6958 -2.5800
H -2.0851 5.7886 -3.7630
H -2.1037 4.0267 -3.8298
H -0.8872 4.3754 -1.8476
H -1.7936 5.8253 -1.4078
H -2.2531 3.5217 -0.1373
H -2.4496 -1.0051 -1.1323
H 3.3760 -1.1873 2.7095
H 4.4908 -3.1733 3.5066
H 5.7525 -5.1449 3.2625
H 4.6412 -5.2123 4.6606


2.
114
Properties=species:S:1:pos:R:3 method="wB97M-V/def2-TZVPD" homo_ev=-9.830 charge=+1 e_tot_ev=-58976.877
C 5.5250 -2.9426 1.4640
C 4.9147 -1.5167 1.7060
O 3.7281 -1.5105 2.4865
C 2.6235 -1.9904 1.7609
C 1.7874 -0.8364 1.0761
C 2.3447 0.6248 1.2376
C 2.0202 1.5730 0.0404
C 2.5601 3.0336 0.2506
C 4.0831 3.0947 0.6247
N 4.8239 4.0664 -0.2180
C 0.4300 -0.8453 1.9169
N 0.4964 -0.4882 3.3279
C -0.6434 -0.1102 1.0357
N -0.3098 -0.7178 -0.2991
C 1.1505 -1.1677 -0.3274
C 1.0491 -2.6755 -0.7361
C 2.4010 -3.0610 -1.4652
C 2.3916 -2.6783 -2.9765
O 1.9887 -3.7869 -3.7552
C 3.0205 -4.7560 -3.8753
H 4.8057 -3.6912 1.8531
H 6.5340 -3.0747 1.8769
H 5.5680 -3.0987 0.3647
H 5.6675 -0.9481 2.2886
H 4.8245 -0.9787 0.7380
H 2.9088 -2.7970 1.0608
H 1.9461 -2.4593 2.5035
H 3.4471 0.6128 1.3296
H 1.9736 1.1154 2.1575
H 0.9444 1.6534 -0.2130
H 2.5332 1.1745 -0.8639
H 1.8992 3.5243 0.9904
H 2.3891 3.5583 -0.7127
H 4.1520 3.4270 1.6760
H 4.6047 2.1293 0.5017
H 4.2737 4.9111 -0.3301
H 4.8892 3.6160 -1.1270
H 0.0131 -1.8859 1.9274
H 1.4407 -0.2785 3.6284
H 0.1313 -1.2662 3.8583
H -0.6467 0.9907 1.0219
H -1.6511 -0.4154 1.3744
H -0.9100 -1.5405 -0.2818
H -0.5013 -0.0721 -1.0654
H 1.6116 -0.7112 -1.2185
H 0.8340 -3.3489 0.1173
H 0.2590 -2.8563 -1.5007
H 3.1836 -2.4393 -0.9704
H 2.6697 -4.1092 -1.2637
H 1.7690 -1.7867 -3.1986
H 3.4296 -2.3887 -3.2567
H 4.0403 -4.3262 -3.7775
H 2.9785 -5.2773 -4.8471
H 2.9038 -5.5063 -3.0639
N -4.5726 0.6270 -1.0723
C -5.0719 1.5175 -1.9820
C -4.0994 1.7578 -2.9186
C -2.9708 0.9774 -2.5645
C -3.2941 0.2887 -1.4214
H -5.0699 0.2764 -0.2748
H -6.0735 1.9038 -1.8840
H -4.1900 2.4193 -3.7655
H -2.0282 0.9254 -3.0897
H -2.7298 -0.4101 -0.8312
N 0.3715 -4.3190 5.9326
C 1.4115 -4.5563 5.0744
C 1.1176 -5.6889 4.3581
C -0.1505 -6.1488 4.7973
C -0.5867 -5.2826 5.7673
H 0.3196 -3.5572 6.5833
H 2.2685 -3.9023 5.0499
H 1.7436 -6.1370 3.6033
H -0.6826 -7.0167 4.4435
H -1.4910 -5.2699 6.3526
N -6.6944 -0.7832 1.8326
C -7.8507 -0.1394 1.4751
C -8.8847 -1.0277 1.6143
C -8.3342 -2.2506 2.0775
C -6.9819 -2.0701 2.2053
H -5.7796 -0.3757 1.8255
H -7.8364 0.8894 1.1535
H -9.9221 -0.8223 1.4078
H -8.8700 -3.1603 2.2932
H -6.2031 -2.7417 2.5266
N -2.3010 3.9856 -5.6649
C -2.7510 5.0848 -6.3460
C -3.2648 4.6574 -7.5432
C -3.1248 3.2470 -7.5852
C -2.5298 2.8602 -6.4124
H -1.8714 4.0021 -4.7595
H -2.6659 6.0715 -5.9222
H -3.6946 5.2880 -8.3041
H -3.4267 2.5899 -8.3844
H -2.2494 1.8861 -6.0463
N 10.0726 1.1273 1.6394
C 8.8836 1.7399 1.3551
C 7.9093 1.1339 2.1061
C 8.5367 0.1205 2.8760
C 9.8726 0.1427 2.5676
H 10.9572 1.3644 1.2301
H 8.8330 2.5495 0.6462
H 6.8619 1.3916 2.1040
H 8.0637 -0.5484 3.5776
H 10.6939 -0.4546 2.9268
N -8.6594 4.7054 -0.0409
C -9.1608 5.5967 -0.9497
C -8.1886 5.8365 -1.8870
C -7.0590 5.0565 -1.5330
C -7.3805 4.3672 -0.3913
H -9.1534 4.3544 0.7582
H -10.1615 5.9828 -0.8510
H -8.2794 6.4980 -2.7328
H -6.1171 5.0055 -2.0557
H -6.8114 3.6692 0.2010


3.
95
Properties=species:S:1:pos:R:3 method="wB97M-V/def2-TZVPD" homo_ev=-3.583 charge=-1 e_tot_ev=-61373.178
C 1.4992 3.2219 1.3627
C 0.9944 1.9099 1.6846
C 1.0407 0.6844 0.6111
P -0.6596 -0.1258 0.2451
C -1.1863 -0.2541 2.0678
C -0.4600 -1.2225 3.1011
C 1.0528 -0.9387 3.5005
O 1.3308 -0.0748 4.3788
O 2.1955 -1.6440 2.9843
C -1.4229 1.6613 0.0680
O -2.5507 1.4848 -0.9022
C -2.4629 2.4162 -1.9514
C -2.3486 1.7656 -3.4283
O -2.4375 3.6628 -1.8416
O -0.5043 -0.0308 -1.4878
C 0.6019 -0.4364 -2.1955
C 0.3363 -1.6875 -3.2204
B 0.0145 -1.9647 0.2760
C -1.1141 -3.1747 0.3802
O 1.3734 -2.3955 0.1812
H 0.8688 4.0948 1.7667
H 2.4808 3.3894 0.8141
H 0.6204 1.8002 2.7513
H 1.8524 -0.0054 1.0085
H 1.5178 1.2362 -0.2874
H -1.9687 -0.7296 -0.0675
H -1.2924 0.7484 2.6332
H -2.2885 -0.6258 2.1097
H -0.9919 -0.9636 4.1060
H -0.7284 -2.3454 3.0353
H 2.1638 -2.5892 3.2475
H -1.9066 2.0608 1.0123
H -0.7045 2.3832 -0.4505
H -2.7807 2.4489 -4.2364
H -3.0082 0.8163 -3.4369
H -1.2884 1.4107 -3.6312
H 0.8374 0.4174 -2.9617
H 1.6251 -0.6254 -1.7368
H 1.2965 -2.2243 -3.5058
H -0.2709 -1.3170 -4.1254
H -0.3304 -2.4701 -2.6955
H -1.4071 -3.4197 -0.6923
H -2.0521 -2.7224 0.8746
H -0.7571 -4.0645 0.9988
H 1.4015 -3.3791 0.0967
C -6.8572 -0.4207 -3.2485
C -5.5322 -0.7409 -2.6055
O -4.6555 -1.3149 -3.2223
C -5.3396 -0.3221 -1.1724
H -6.8554 -0.7798 -4.2800
H -7.6637 -0.9187 -2.7057
H -7.0160 0.6598 -3.2541
H -6.0801 -0.8167 -0.5388
H -5.4314 0.7629 -1.0871
H -4.3411 -0.6152 -0.8391
C 1.0468 -3.2756 -8.0462
C 0.1139 -3.5299 -6.8909
O 0.4302 -3.2533 -5.7518
C -1.2270 -4.1407 -7.2038
H 1.9729 -2.8341 -7.6726
H 1.2845 -4.2171 -8.5465
H 0.5859 -2.5792 -8.7501
H -1.0904 -5.1206 -7.6667
H -1.7889 -3.4826 -7.8702
H -1.7919 -4.2662 -6.2779
C 6.5286 -3.3433 5.1901
C 6.3971 -3.1986 3.6963
O 7.1077 -3.8303 2.9360
C 5.3535 -2.2432 3.1831
H 7.3181 -4.0633 5.4158
H 6.7938 -2.3818 5.6346
H 5.5901 -3.7088 5.6121
H 5.5665 -1.2332 3.5390
H 4.3647 -2.5598 3.5156
H 5.3708 -2.2405 2.0916
C -5.3204 3.1396 2.3520
C -4.0032 2.8189 3.0074
O -3.1233 2.2402 2.4027
C -3.8191 3.2434 4.4408
H -5.3098 2.7754 1.3225
H -6.1333 2.6465 2.8901
H -5.4759 4.2206 2.3395
H -4.5649 2.7550 5.0719
H -3.9078 4.3290 4.5214
H -2.8245 2.9472 4.7807
C 4.7165 3.8508 2.9615
C 5.2791 4.7169 1.8664
O 4.6178 5.5996 1.3540
C 6.6954 4.4476 1.4287
H 3.6901 4.1560 3.1737
H 4.7116 2.8060 2.6435
H 5.3121 3.9684 3.8699
H 6.7780 3.4292 1.0433
H 7.3776 4.5902 2.2696
H 6.9677 5.1459 0.6345


4.
27
Properties=species:S:1:pos:R:3 method="wB97M-V/def2-TZVPD" homo_ev="-15.677 / -15.678" charge=+2 e_above_lowest_kj_mol=429.5 e_tot_ev=-57330.920
O 3.0587 2.5837 -3.3773
C 2.8250 3.5614 -3.9163
Lu -0.7207 1.2857 -1.1564
O 1.9993 -0.2972 -2.6472
C 1.0309 0.2235 -2.2707
C 1.1949 2.4191 1.3112
O 0.5861 2.8617 2.2193
C -0.7737 0.9074 -3.4646
O -0.7679 0.8691 -4.6379
C 1.3656 2.0360 0.0011
O 2.4900 1.8059 -0.4954
H -1.6388 0.7595 -2.6082
C 1.0518 -2.5466 2.6191
C 0.1327 -1.7660 1.7869
C -1.2389 -1.5160 1.8938
C -1.6055 -0.6868 0.8530
N -0.4725 -0.3943 0.1464
N 0.5640 -1.1063 0.7126
C -2.8857 -0.0582 0.4503
H 0.8913 -2.3175 3.6802
H 0.8925 -3.6261 2.4955
H 2.1001 -2.3278 2.3852
H -1.8971 -1.8879 2.6606
H 1.5044 -1.0963 0.3089
H -3.7078 -0.4786 1.0428
H -2.8736 1.0379 0.6224
H -3.1052 -0.2453 -0.6154


5.
60
Properties=species:S:1:pos:R:3 method="wB97M-V/def2-TZVPD" homo_ev=-16.358 charge=+3 e_tot_ev=-62776.415
Zr 1.7947 0.2207 -3.7262
C 0.0319 -0.1795 0.8675
F 0.7235 -1.3417 0.7391
F -1.1650 -0.4060 1.5392
F 0.7444 0.7279 1.5823
S -0.3156 0.6066 -0.9206
O -0.6169 2.0698 -0.6878
O 0.8358 0.3958 -1.7889
O -1.4413 -0.1631 -1.4118
O -0.6595 -2.9838 -1.8035
H -1.3182 -3.1533 -2.4771
H -0.9778 -3.4540 -1.0329
O -3.8395 -1.1617 -1.2551
H -2.9073 -0.9750 -1.3670
H -3.8626 -1.9632 -0.7323
O 1.3413 -1.9988 -2.9162
H 2.0735 -2.6153 -2.9058
H 0.6155 -2.4817 -2.5210
O 2.8972 2.0162 -2.4966
H 3.3735 2.0500 -1.6670
H 3.2694 2.7287 -3.0162
O -4.5768 -0.3889 1.9505
H -4.1119 -1.0363 1.4205
H -3.8882 0.1839 2.2883
O 3.4857 -0.5902 -2.4669
H 4.4053 -0.5324 -2.7262
H 3.5005 -1.0608 -1.6336
O 0.1370 1.0257 4.4606
H 0.2114 0.9659 5.4130
H 0.1001 0.1161 4.1651
O 1.1627 3.2079 3.4448
H 0.7166 2.4770 3.8725
H 1.6646 3.6255 4.1447
O -3.1849 -2.8494 1.0667
H -3.8862 -3.1732 1.6320
H -2.3825 -3.0121 1.5626
O -2.8308 4.2927 -1.3157
H -2.0494 4.0566 -0.8158
H -3.3415 3.4843 -1.3588
O 0.5191 2.1865 -3.7109
H -0.4361 2.2218 -3.6593
H 0.7758 3.0594 -4.0081
O 3.3392 -2.2524 -0.1313
H 2.7436 -2.7032 0.4672
H 3.9268 -2.9387 -0.4474
O -0.4507 -0.2172 -4.2128
H -0.7877 -0.3953 -5.0909
H -1.2336 -0.1072 -3.6731
O 1.4745 -4.2233 1.7974
H 1.2204 -4.9005 1.1705
H 0.6869 -3.6905 1.9075
O 3.3593 0.6221 2.5672
H 4.1048 1.0399 2.9984
H 2.7836 1.3479 2.3265
O 0.2320 3.9073 0.8619
H 0.4986 3.5183 1.6949
H -0.0673 3.1659 0.3357
O -3.0023 0.7205 3.6129
H -3.3218 0.4898 4.4853
H -2.0942 0.4182 3.6023


6.
14
Properties=species:S:1:pos:R:3 method="wB97M-V/def2-TZVPD" smiles="O=C([O-])[C@@H](Cl)C1CC1" homo_ev=-3.769 charge=-1 e_above_lowest_kj_mol=132.0 e_tot_ev=-21899.639
C -0.0218 2.0112 1.4860
C 0.9228 -1.3213 -0.0674
C 0.0268 -1.3407 -1.3082
C 0.1570 -0.0017 -0.6427
C -0.7488 0.6301 0.4273
O -0.6969 2.0517 2.5014
O 0.8950 2.5885 0.9297
Cl -2.1702 1.3611 -0.4238
H 0.3776 -1.6531 0.7870
H 1.9694 -1.6594 -0.2760
H 0.4075 -1.3390 -2.3312
H -0.8613 -1.8762 -1.1908
H 0.9426 0.6646 -1.0798
H -1.1997 -0.1158 1.1885


7.
17
Properties=species:S:1:pos:R:3 method="wB97M-V/def2-TZVPD" smiles="CC=[PH2]/C=C/C" homo_ev=-7.172 e_above_lowest_kj_mol=219.8 e_tot_ev=-14649.044
C 1.6899 0.5779 0.2243
C 1.0003 -0.3698 -0.4078
C 3.1736 0.6640 0.2996
C -3.2108 -0.5341 0.4759
C -1.7047 -0.5177 0.4510
P -0.7112 -0.0469 -0.8341
H 1.1404 1.3690 0.7211
H 1.4886 -1.1609 -0.9637
H 3.4763 1.6815 0.0406
H 3.6402 -0.0282 -0.3985
H 3.5408 0.4602 1.3056
H -3.5112 -0.7641 1.5001
H -3.6249 0.4345 0.2061
H -3.6535 -1.2944 -0.1711
H -1.2916 -1.4728 0.8038
H -0.8554 1.3297 -1.0076
H -0.5869 -0.3278 -2.2451


8.
10
Properties=species:S:1:pos:R:3 method="wB97M-V/def2-TZVPD" homo_ev=-8.066 e_above_lowest_kj_mol=529.7 e_tot_ev=-6276.985
C -1.2481 0.9581 -0.1363
C 0.4902 -1.1094 -1.3103
C -0.8300 0.7348 -1.3655
C -0.6170 -0.0850 0.6394
C 0.6656 -0.0299 1.1928
C 0.2360 -0.9636 -0.1049
H -1.6743 1.8493 0.1857
H 0.7717 -1.4110 -2.2715
H 1.3306 0.7757 1.1797
H 0.8753 -0.7190 1.9908